Molecular formula: C5H7NO
Method: DFT, ωB97M-V/def2-TZVPD

Charge = 0
SMILES = Cc1occc1N
Energy above the lowest of the compared OMol25 structures with the same formula, charge and spin = 32.7 kcal per mole
HOMO level = -7.874 eV
Gap between HOMO and LUMO = 8.8801 eV

Cartesian coordinates (Å):
H (-1.6206, -1.5474, -0.9460)
H (2.7230, -1.4357, 0.4606)
N (-0.4797, 1.8070, -0.5538)
H (-1.7271, -1.7329, 0.8371)
C (1.6066, 0.4237, -0.1873)
C (-1.5594, -1.0289, 0.0370)
H (-1.4324, 1.8508, -0.2120)
C (0.2248, 0.6998, -0.0718)
C (1.8584, -0.8066, 0.3202)
H (-0.0451, 2.6848, -0.3038)
O (0.7124, -1.3555, 0.7331)
C (-0.2662, -0.4351, 0.4700)
H (-2.2963, -0.2266, 0.0227)
H (2.3016, 1.1027, -0.6060)

Cartesian forces (eV/Å) of the 6 atoms listed first:
H 0.66 0.39 0.54
H 0.16 0.38 -0.04
N -0.09 0.19 0.04
H -1.13 -0.53 -0.01
C 0.99 0.68 0.03
C -0.34 0.01 1.08

Results of the Mulliken charge analysis, in e, for atoms 1 through 2:
1. H 0.25
2. H 0.44

=====

Molecular formula: C3H11O
Method: DFT, ωB97M-V/def2-TZVPD

Charge = +1
Energy above the lowest of the compared OMol25 structures with the same formula, charge and spin = 21.9 kcal per mole
HOMO level = -14.282 eV
Gap between HOMO and LUMO = 9.1284 eV

Cartesian coordinates (Å):
H (2.4057, -0.7826, 0.8009)
H (1.9773, -2.3362, 0.5815)
C (-0.0118, 0.2711, 0.3264)
H (3.1103, -1.9599, 1.6953)
H (-2.1184, -0.2264, -1.7065)
H (-1.4165, 2.2417, 0.3495)
O (2.6936, -1.7348, 0.8475)
H (-2.1634, 0.5815, 0.6248)
H (0.8083, 0.6709, -0.2587)
H (-2.8244, 1.4247, -1.3633)
C (-1.8797, 0.8656, -1.4175)
H (0.1286, 0.2871, 1.4303)
C (-1.4212, 1.0994, 0.0000)
H (-1.2762, 1.2203, -2.2747)
H (-0.3045, -0.6595, -0.1126)

Cartesian forces (eV/Å) of the 6 atoms listed first:
H -0.10 -0.42 0.01
H -0.27 -0.20 0.02
C -2.23 1.91 0.19
H 0.06 -0.15 0.30
H 0.31 1.52 0.94
H 0.27 -2.55 -1.00

Results of the Mulliken charge analysis, in e, for atoms 1 through 2:
1. H 0.45
2. H 0.46

=====

Molecular formula: C41H52BrN12S2Sc
Method: DFT, ωB97M-V/def2-TZVPD

Charge = +2
Energy above the lowest of the compared OMol25 structures with the same formula, charge and spin = 4.1 kcal per mole
HOMO level = -12.472 eV
Gap between HOMO and LUMO = 6.4654 eV

Cartesian coordinates (Å):
C (1.6766, -1.7007, 3.0019)
H (-3.6514, 3.1389, 0.9154)
H (5.7386, 3.8071, 2.9363)
C (-3.1485, 0.2998, -3.3274)
C (-4.4958, 0.3356, -2.9805)
C (-4.2093, -1.0910, 2.8010)
C (-0.7756, -4.7178, -2.0309)
H (4.4708, 3.6954, 4.9139)
N (-1.5575, 1.2360, -0.1330)
C (3.6031, 3.3724, 4.3355)
N (2.6638, -2.1232, 3.7973)
C (-3.5409, -1.5889, 0.2215)
H (2.6399, -2.0971, 4.8040)
H (4.7771, 0.3838, 3.4725)
H (3.7451, 2.0831, 0.4648)
C (-1.5136, 2.1266, 2.1503)
H (-2.3025, -1.7550, 5.2217)
C (-2.0353, -0.7999, 4.7669)
C (-2.5729, 0.9771, -1.0531)
N (3.6608, 3.9661, 3.0100)
C (-0.5946, -3.3713, -1.7526)
C (2.1648, -2.8296, -6.4838)
H (0.3759, -1.4058, 4.5696)
H (2.4444, 0.4262, 3.3818)
C (-0.9622, -5.5807, -0.9667)
H (-0.1585, 4.1010, 0.9592)
C (-2.7427, 3.4467, 0.4075)
N (3.0524, -3.8005, -6.3830)
C (-2.8853, -1.0681, 2.3615)
H (-3.5948, 0.0690, -5.4019)
C (3.6745, -1.2503, -5.5597)
C (2.4200, -1.5255, -6.0819)
C (-2.2025, 0.6043, -2.3599)
H (1.2046, -3.1017, -6.8980)
H (-1.1511, 0.6520, -2.6279)
Br (-0.3540, -2.1910, -3.2091)
C (2.5090, 3.5362, 2.2447)
C (-0.2750, 3.2397, 0.3069)
H (-0.7693, -5.0686, -3.0513)
Sc (-0.4697, -0.4547, 0.1685)
H (0.7051, 1.9682, -1.7210)
H (-2.8641, -0.1152, 4.9292)
H (-1.1781, -0.3918, 5.2997)
C (1.3762, 1.1729, -2.0171)
N (2.4508, 2.0706, 2.1101)
C (-1.7674, -0.9730, 3.3035)
N (3.5888, 1.9101, 4.2580)
C (4.6263, -2.2501, -5.4820)
H (-1.4121, 3.0315, 2.7438)
C (4.8718, 3.5005, 2.3471)
H (3.6898, 0.5510, 1.3718)
C (-1.5722, 2.4850, 0.6576)
C (2.1248, -0.9555, -1.6957)
H (-6.5916, 0.2546, -0.4553)
C (3.6997, 1.6422, 1.4650)
H (-4.4585, -0.8902, 3.8293)
H (-2.9512, 3.5492, -0.6538)
H (-6.9544, 0.3702, -2.1859)
H (-5.6131, -2.0085, -0.1180)
H (1.5266, 1.8418, 3.9738)
C (-0.7492, -3.6948, 0.4860)
H (-6.2443, -1.4495, 2.2390)
H (3.6410, -1.6977, -2.9921)
C (4.2503, -3.5192, -5.9106)
H (2.6907, 3.7036, 4.8366)
S (1.8974, -1.6092, 1.3517)
H (4.9438, -4.3477, -5.8621)
H (-1.0628, -5.6939, 1.1767)
N (4.8738, 2.0448, 2.2176)
H (-3.2569, -1.8032, -0.8017)
H (-0.6382, 1.4868, 2.3258)
H (-6.6508, 1.8254, -1.2409)
H (2.0990, -1.8755, -1.1240)
S (3.9760, 0.4338, -4.9748)
H (2.5581, 3.9749, 1.2450)
C (4.7953, 1.4752, 3.5546)
C (2.2370, 1.3681, -3.0732)
N (-0.5998, -1.1579, 2.7734)
H (-2.4233, 1.6073, 2.4533)
N (1.2672, 0.0176, -1.3305)
H (2.2544, 2.3129, -3.5947)
H (1.5984, 3.8730, 2.7486)
C (2.9998, -0.8641, -2.7525)
C (-5.2186, -1.4149, 1.9084)
H (1.6718, -0.7561, -6.1770)
H (-2.3766, -1.0484, -4.8008)
H (-4.2689, 1.2673, 0.2468)
H (-0.3161, 3.6068, -0.7165)
C (-4.9035, 0.6989, -1.7056)
N (0.4819, -1.3730, 3.5572)
C (-0.9377, -5.0537, 0.3185)
N (-2.5539, -1.2746, 1.0613)
N (-0.5833, -2.8347, -0.5328)
H (5.6183, -2.0609, -5.1024)
H (3.5436, -2.3526, 3.3616)
H (-2.4716, 4.4272, 0.7922)
H (-0.7289, -3.2632, 1.4806)
C (-2.7452, -0.0254, -4.7317)
C (-4.8710, -1.7076, 0.6007)
C (2.4403, 1.5158, 3.4636)
H (-5.2352, 0.0968, -3.7296)
H (-1.9541, 0.6383, -5.0723)
C (-3.9448, 1.0034, -0.7478)
C (3.0342, 0.3078, -3.5133)
H (-1.1203, -6.6347, -1.1361)
H (0.5849, 2.5784, 0.4477)
H (4.9292, 3.9466, 1.3530)
C (-6.3604, 0.7846, -1.3769)
H (5.6735, 1.7779, 4.1281)

Cartesian forces (eV/Å) of the 6 atoms listed first:
C -0.27 -0.27 -0.11
H -0.12 -0.01 0.01
H -0.01 0.02 -0.10
C -0.43 -0.16 -0.05
C 0.43 -0.07 -0.14
C 0.66 0.06 -0.06

Results of the Mulliken charge analysis, in e, for atoms 1 through 2:
1. C -0.17
2. H 0.38

=====

Molecular formula: C20H37ClF5N2O12S2Y
Method: DFT, ωB97M-V/def2-TZVPD

Charge = 0
Energy above the lowest of the compared OMol25 structures with the same formula, charge and spin = 479.4 kcal per mole
HOMO level = -8.833 eV
Gap between HOMO and LUMO = 3.4139 eV

Cartesian coordinates (Å):
C (-4.0844, -0.9476, 4.8093)
H (4.9162, 7.1256, -1.6808)
Cl (-0.7149, -4.2087, 0.9341)
H (3.3950, 0.7868, 5.2350)
C (-3.8272, 1.0867, -4.6129)
C (2.6617, -3.5106, 5.7698)
O (7.3374, -2.5472, -0.9071)
C (1.0323, -1.9105, -6.2837)
C (2.6747, -1.1786, 5.3247)
C (-3.4629, 2.8114, 2.9065)
H (1.8186, -3.8088, 7.7057)
C (-5.6372, 0.1966, -2.3105)
H (-2.9611, -5.2379, -4.5326)
C (2.4320, 6.7043, -0.3433)
H (1.8742, -3.5979, 5.0212)
H (4.2808, 5.7521, -2.2412)
H (4.1514, 7.2500, -3.3061)
H (1.9444, 6.6409, -2.3962)
H (0.9334, -4.7991, 6.5554)
O (-0.1732, -3.9471, -5.9445)
H (-6.2048, 1.1251, -2.2484)
O (-4.2161, 0.4283, -2.1958)
H (-2.2024, -3.7922, -3.9269)
C (-6.0907, -0.8266, -1.2538)
H (2.4933, 8.2122, -1.7797)
H (1.8989, 0.5847, 6.2039)
H (0.8279, -0.9892, -5.7383)
C (2.8784, 0.1682, 5.9689)
H (-5.8860, -0.3506, -3.2197)
C (2.4560, 5.2315, -0.1314)
H (-0.4119, -5.2550, -4.2904)
C (-2.7916, 1.5600, 3.4651)
H (-3.4806, 3.6519, 3.6003)
F (-3.0633, 1.7876, -5.3994)
Y (1.1867, -0.7087, -0.2736)
F (4.7846, 0.5311, -2.5460)
O (-1.9466, 0.9321, 2.7702)
H (3.5065, -3.9931, 5.2783)
S (6.0042, -0.3501, -1.9319)
O (2.7567, -2.1545, 6.2354)
H (3.4743, 0.1947, 6.8812)
O (-3.2078, 1.3556, 4.6962)
C (-3.5264, 1.2500, -3.0995)
S (6.4681, -1.7281, -0.0969)
H (-5.7284, -1.8038, -1.5727)
H (-7.1695, -0.9669, -1.1852)
C (4.0775, 6.8210, -2.3068)
O (6.2642, -1.3008, -3.0293)
O (7.0222, 0.6383, -1.6279)
H (-4.4771, 2.6741, 2.5317)
H (-2.1965, -0.3192, 5.5945)
C (-3.1689, 0.1061, 5.3463)
H (-2.7436, -3.8578, -5.6279)
F (-5.0871, 1.5100, -4.9192)
O (0.5505, -2.8591, -4.1412)
H (2.0691, -2.1643, -6.5042)
C (0.4385, -2.9486, -5.3557)
H (-4.0412, -1.7621, 5.5323)
H (-0.9459, -5.8851, -5.7027)
H (-3.5326, 0.3051, 6.3544)
H (-3.9003, 2.2456, -2.8604)
C (-0.9144, -4.9197, -5.1977)
H (-5.6953, -0.5558, -0.2748)
H (1.4113, 6.9803, -0.0785)
N (2.5073, 4.1082, 0.1019)
H (-3.7849, -1.2744, 3.8135)
O (7.0986, -0.9598, 0.9600)
F (-3.7765, -0.1581, -5.0824)
N (5.0982, -1.0152, -0.8594)
C (1.9149, -4.3844, 6.7851)
C (2.6868, 7.1395, -1.7732)
C (-2.2936, -4.4226, -4.8114)
H (-5.1339, -0.6695, 4.7120)
O (-2.1537, 1.1320, -2.6645)
F (5.5357, -2.8222, 0.7179)
H (3.0664, 7.1589, 0.4176)
H (2.5682, -5.2329, 6.9884)
H (0.4340, -1.9172, -7.1949)
O (2.4889, -1.2879, 4.1260)
H (-2.7872, 3.1431, 2.1181)

Cartesian forces (eV/Å) of the 6 atoms listed first:
C -0.18 -0.37 -0.84
H -0.21 1.00 0.09
Cl 0.85 1.57 -0.50
H -0.29 0.14 0.01
C -1.15 -0.90 -0.34
C -3.34 -1.12 -1.17

Results of the Mulliken charge analysis, in e, for atoms 1 through 2:
1. C -1.09
2. H 0.34